C9H36Al2O13P as an isolated structure, computed with ωB97M-V with the def2-TZVPD basis set.

Atoms and positions in Å:
1 Al -3.98757 1.08465 1.13197
2 Al -1.66503 0.74311 -3.21242
3 P -0.83953 0.25970 0.10924
4 O -1.28523 1.60424 0.73228
5 O -0.49128 -0.74184 1.21546
6 O 0.13002 0.43466 -1.06379
7 O -2.18155 -0.13699 -0.58108
8 C 2.60380 2.65348 0.01292
9 O 2.31502 1.87474 -1.15317
10 H 3.16582 3.53123 -0.30026
11 H 1.67856 2.91286 0.53425
12 H 3.29220 2.12477 0.68520
13 H 1.57608 1.23913 -0.97212
14 C 2.69081 -1.32987 1.95304
15 O 1.51817 -1.98068 2.29805
16 H 3.14766 -0.90669 2.87317
17 H 3.46052 -2.00608 1.55339
18 H 2.48705 -0.51649 1.25162
19 H 0.74057 -1.49592 1.89277
20 C -0.78259 -4.19274 0.45694
21 O -1.59305 -3.19460 1.05950
22 H -1.39383 -5.07294 0.29265
23 H -0.53965 -3.76930 -0.54208
24 H 0.14346 -4.39614 1.00951
25 H -1.09636 -2.34318 1.06131
26 C -4.44325 -2.29087 -2.16741
27 O -3.13952 -1.75637 -2.32153
28 H -5.21007 -1.52578 -1.98823
29 H -4.75457 -2.80871 -3.07403
30 H -4.44477 -3.03111 -1.36192
31 H -2.74104 -1.60930 -1.44497
32 C 3.04513 -1.52567 -1.74414
33 O 1.69084 -1.74666 -1.46246
34 H 3.20840 -1.13363 -2.75091
35 H 3.50087 -0.82929 -1.02800
36 H 3.54683 -2.48421 -1.62246
37 H 1.22693 -0.97607 -1.06945
38 C -0.59067 4.18981 -1.57243
39 O -1.36667 2.99431 -1.47928
40 H 0.47785 3.98720 -1.45383
41 H -0.80669 4.66615 -2.52301
42 H -0.90393 4.87799 -0.77317
43 H -1.22502 2.59298 -0.56694
44 C 0.23555 1.76139 3.42368
45 O -0.30714 2.82158 2.77582
46 H -0.56230 1.00213 3.68781
47 H 0.89792 1.19451 2.72445
48 H 0.82668 2.05122 4.28693
49 H -0.63414 2.47833 1.88403
50 C 1.90288 1.14478 -4.25210
51 O 0.91221 1.82628 -3.45623
52 H 1.63207 0.08958 -4.36983
53 H 1.94777 1.59172 -5.24624
54 H 2.87470 1.24954 -3.76881
55 H 1.36053 1.99542 -2.58283
56 C -1.94103 -1.36663 4.15835
57 O -2.16161 -0.38388 3.17577
58 H -2.49177 -2.29667 3.92041
59 H -0.86966 -1.61589 4.19182
60 H -2.27114 -1.01614 5.13394
61 H -1.51627 -0.49716 2.41883

Forces on atoms 1 to 3 (eV/Å):
0.79 -0.15 -0.19
1.37 0.31 2.94
-1.32 0.81 -0.50

Summary:
Total charge ... +3
HOMO-LUMO gap ... 2.828 eV
Relative energy (zero: lowest compared OMol25 entry of this formula, charge and spin) ... 0.0000 eV
Lowest unoccupied orbital energy ... -15.27 eV
E_HOMO ... -18.10 eV

Löwdin atomic charge list, values in e, 6 entries: number 1, Al, carries 1.144; number 2, Al, carries 1.466; number 3, P, carries 0.099; number 4, O, carries -0.433; number 5, O, carries -0.315; number 6, O, carries -0.361



C9H36AsF6N18O9 as an isolated structure, computed with ωB97M-V with the def2-TZVPD basis set.

Atoms and positions in Å:
1 As -0.07164 -1.27546 -0.66558
2 F -1.12140 0.16670 -0.42990
3 F 0.06122 -0.98792 -2.44576
4 F 0.85458 -2.75753 -0.97326
5 F -0.26506 -1.70252 1.09966
6 F -1.46697 -2.20827 -0.93761
7 F 1.35253 -0.28510 -0.42716
8 C 1.79996 1.38873 3.40475
9 O 2.05803 1.22667 4.58267
10 N 2.05461 0.66331 2.35520
11 N 1.23556 2.44756 3.12876
12 H 1.67259 0.91467 1.45465
13 H 2.75467 -0.06132 2.42541
14 H 1.24929 2.76830 2.17113
15 H 1.00584 2.98862 3.95009
16 C -4.61545 -0.06107 -1.77554
17 O -5.38713 0.05218 -2.66767
18 N -4.32861 -1.17738 -1.18197
19 N -3.79491 0.83207 -1.29620
20 H -3.64987 -1.17036 -0.43406
21 H -4.24662 -1.98990 -1.77627
22 H -3.01070 0.57925 -0.71208
23 H -4.08508 1.78337 -1.47204
24 C -2.92692 0.57775 -5.28538
25 O -2.42089 0.47005 -6.39095
26 N -4.21217 0.83495 -5.15365
27 N -2.43353 0.20091 -4.13793
28 H -4.82623 1.06794 -5.92095
29 H -4.52755 0.73078 -4.19982
30 H -1.58627 -0.32735 -3.98565
31 H -3.03868 0.33980 -3.34131
32 C 2.89327 2.79340 -0.65500
33 O 1.92280 2.67887 0.06297
34 N 3.45699 4.01626 -0.94746
35 N 3.44882 1.91064 -1.40125
36 H 4.16775 4.12626 -1.65656
37 H 3.54007 4.70154 -0.21018
38 H 3.17670 0.93963 -1.34469
39 H 4.08384 2.19250 -2.13432
40 C -3.51669 0.49194 2.64910
41 O -2.81397 1.36923 3.05688
42 N -3.18066 -0.72209 2.24069
43 N -4.75743 0.69753 2.38893
44 H -3.99792 -1.28266 2.04588
45 H -2.19844 -0.93955 2.15099
46 H -5.28885 -0.08392 2.03253
47 H -5.15159 1.59052 2.64842
48 C 3.84400 -3.21791 1.65721
49 O 4.07111 -2.19623 2.33323
50 N 2.80570 -3.49313 0.91384
51 N 4.62991 -4.16770 1.72392
52 H 2.04375 -2.90180 0.61405
53 H 2.96493 -4.33173 0.37394
54 H 4.50257 -5.02482 1.20503
55 H 5.44927 -4.09972 2.31053
56 C 0.58236 -2.89037 3.91574
57 O 0.52109 -3.20059 5.06500
58 N 1.06940 -1.79647 3.39278
59 N 0.00591 -3.68482 3.07223
60 H 1.69139 -1.26510 3.98511
61 H 0.98279 -1.60262 2.40535
62 H -0.31570 -3.49173 2.13447
63 H -0.43019 -4.48467 3.50832
64 C 3.24231 -0.94386 -3.30549
65 O 4.45866 -0.71750 -3.21632
66 N 2.62594 -1.96217 -2.70980
67 N 2.40237 -0.13703 -3.88467
68 H 1.62012 -2.05371 -2.70381
69 H 3.25653 -2.67111 -2.36360
70 H 1.40411 -0.21801 -3.75425
71 H 2.84000 0.73049 -4.16033
72 C -1.19563 4.00172 0.96624
73 O -2.07084 4.71971 1.23327
74 N -1.32141 2.75993 0.85781
75 N 0.09286 4.28044 0.96338
76 H -0.48648 2.23169 0.64815
77 H -2.18496 2.37751 1.21577
78 H 0.20413 5.27869 1.06932
79 H 0.82611 3.66309 0.64506

Forces on atoms 1 to 3 (eV/Å):
-0.71 0.12 -0.88
1.33 -1.26 -0.07
-0.53 0.23 1.51

Summary:
Total charge ... 0
HOMO-LUMO gap (alpha / beta) ... 8.214 / 2.787 eV
⟨S²⟩ ... 0.760
Lowest unoccupied orbital energy (alpha / beta) ... -0.59 / -6.02 eV
E_HOMO (alpha / beta) ... -8.80 / -8.80 eV
Spin multiplicity ... 2

Löwdin atomic charge list, values in e, 6 entries: number 1, As, carries 0.902; number 2, F, carries -0.259; number 3, F, carries -0.271; number 4, F, carries -0.257; number 5, F, carries -0.283; number 6, F, carries -0.215



C9H36FeO21S3 as an isolated structure, computed with ωB97M-V with the def2-TZVPD basis set.

Atoms and positions in Å:
1 Fe -1.04157 -0.82322 -1.34939
2 S -2.49629 -3.26529 -3.02986
3 O -1.68806 -2.38974 -2.16281
4 O -1.67325 -3.60125 -4.19803
5 O -2.98172 -4.42074 -2.28796
6 O -3.70759 -2.56518 -3.47962
7 S 0.80921 -0.08066 0.23300
8 O -0.15688 0.63410 -0.55915
9 O 0.39756 -1.36984 -0.30511
10 O 2.19125 0.27599 -0.06712
11 O 0.44872 0.03066 1.60066
12 S -3.85994 0.44117 -2.36703
13 O -4.23184 1.84372 -2.19649
14 O -4.94899 -0.48555 -2.12917
15 O -3.90432 0.03924 -3.71204
16 O -2.52395 0.12441 -1.93063
17 C 0.66188 0.88900 -3.57910
18 O 0.03117 -0.31066 -3.14954
19 H 1.51066 0.65705 -4.22244
20 H -0.16668 1.27039 -4.17587
21 H 0.94417 1.48822 -2.71344
22 H -0.13983 -0.82118 -3.94435
23 C 3.68494 -0.37413 2.81915
24 O 4.46993 -0.32069 1.65723
25 H 4.43988 -0.34673 3.60492
26 H 3.06088 0.51877 2.78198
27 H 3.13925 -1.31715 2.85152
28 H 3.81691 -0.10896 0.98617
29 C 0.25174 4.25408 -0.78633
30 O 1.23822 5.24829 -1.10592
31 H -0.49454 4.53023 -0.04141
32 H -0.21296 3.88504 -1.70065
33 H 0.73291 3.34521 -0.42506
34 H 1.87953 4.80889 -1.66917
35 C -0.94804 -1.86214 4.28819
36 O -0.94499 -1.78705 2.86561
37 H -1.89256 -1.40536 4.58370
38 H -0.96838 -2.90041 4.61939
39 H -0.10597 -1.36190 4.76650
40 H -0.24497 -1.18355 2.60609
41 C 2.45679 -3.56643 0.98368
42 O 3.08375 -4.74003 1.40527
43 H 3.09999 -2.72971 1.25624
44 H 2.33279 -3.61178 -0.09830
45 H 1.43848 -3.44229 1.35212
46 H 3.70797 -4.97265 0.71401
47 C 0.26509 2.75541 3.51895
48 O 0.35757 1.40784 3.81851
49 H 0.37494 3.36501 4.41585
50 H 1.03530 3.10527 2.83159
51 H -0.64072 3.03232 2.97957
52 H 0.35901 0.94821 2.97569
53 C -2.83346 2.52585 0.63033
54 O -4.29287 2.18738 0.38484
55 H -2.76987 3.49999 1.11521
56 H -2.39791 1.84551 1.36213
57 H -2.34752 2.55769 -0.34483
58 H -4.43432 2.11411 -0.56185
59 C -3.29587 -1.96389 0.41672
60 O -2.15732 -1.11192 0.41130
61 H -4.10734 -1.24109 0.50156
62 H -3.50790 -2.59281 -0.44792
63 H -3.18006 -2.58417 1.30551
64 H -1.81837 -0.88325 1.27987
65 C 4.28131 0.38016 -2.82427
66 O 3.98407 1.21001 -1.68090
67 H 5.11629 -0.32044 -2.81662
68 H 3.50026 -0.24675 -3.25444
69 H 4.61252 1.13420 -3.53829
70 H 3.40186 0.75516 -1.06792

Forces on atoms 1 to 3 (eV/Å):
-4.28 -1.81 -2.84
-5.40 -1.15 -4.26
2.66 1.61 2.47

Summary:
Total charge ... -3
HOMO-LUMO gap (alpha / beta) ... 3.750 / 3.360 eV
Relative energy (zero: lowest compared OMol25 entry of this formula, charge and spin) ... 2.7448 eV
⟨S²⟩ ... 8.761
Lowest unoccupied orbital energy (alpha / beta) ... 5.80 / 5.80 eV
E_HOMO (alpha / beta) ... 2.05 / 2.44 eV
Spin multiplicity ... 6

Löwdin atomic charge list, values in e, 6 entries: number 1, Fe, carries 0.968; number 2, S, carries 0.202; number 3, O, carries -0.404; number 4, O, carries -0.427; number 5, O, carries -0.410; number 6, O, carries -0.365



no.,E (eV),maximum force (eV/Å)
1,-58977.573,3.3
2,-132314.889,9.4
3,-119801.130,9.3